ORCA calculation (wB97M-V/def2-TZVPD) on a cluster of 8 separate species, C37H46O11S3 in total in a non-equilibrium geometry.

Calculated values
Total energy   -3459.4445 hartree
HOMO level   -8.695 eV
Charge   0
LUMO energy   0.28 eV
HOMO-LUMO gap   9.0 eV
M   762.96 u

Element x y z (Å)
1 C 9.249 -46.134 15.098
2 C 9.700 -45.253 13.940
3 O 9.485 -43.906 14.292
4 S 8.586 -43.809 15.687
5 O 7.202 -44.135 15.431
6 O 8.924 -42.732 16.624
7 O 9.292 -45.219 16.189
8 H 10.047 -46.823 15.375
9 H 8.343 -46.703 14.892
10 H 9.135 -45.281 13.008
11 H 10.743 -45.423 13.672
12 C 5.140 -50.606 12.908
13 C 4.096 -50.121 11.795
14 O 4.208 -48.713 11.836
15 S 4.926 -48.094 13.237
16 O 3.944 -47.297 13.971
17 O 6.230 -47.449 12.996
18 O 5.187 -49.643 13.910
19 H 6.110 -50.656 12.412
20 H 4.933 -51.563 13.388
21 H 3.151 -50.461 12.218
22 H 4.134 -50.572 10.803
23 O 12.763 -43.063 17.239
24 S 12.547 -42.695 18.630
25 O 12.773 -43.686 19.733
26 O 13.617 -41.491 18.917
27 C 13.968 -41.250 20.296
28 C 14.357 -39.728 20.490
29 C 10.947 -41.941 18.886
30 H 14.771 -41.925 20.596
31 H 13.289 -41.506 21.109
32 H 15.173 -39.374 19.859
33 H 14.555 -39.737 21.562
34 H 13.486 -39.099 20.305
35 H 10.670 -41.321 18.033
36 H 10.994 -41.382 19.821
37 H 10.162 -42.690 18.990
38 C 8.815 -37.920 14.376
39 C 8.389 -38.876 15.291
40 C 7.768 -40.074 14.765
41 C 7.594 -40.129 13.388
42 C 8.046 -39.162 12.489
43 C 8.592 -38.068 13.028
44 H 9.366 -37.033 14.652
45 H 8.548 -38.800 16.356
46 H 7.423 -40.918 15.343
47 H 7.135 -40.903 12.790
48 H 7.999 -39.188 11.410
49 H 8.911 -37.348 12.289
50 C 11.165 -47.901 12.373
51 C 9.809 -48.172 12.439
52 C 9.024 -48.401 11.316
53 C 9.536 -48.059 10.055
54 C 10.828 -47.668 10.017
55 C 11.641 -47.604 11.100
56 H 11.710 -47.738 13.291
57 H 9.406 -48.352 13.425
58 H 7.998 -48.738 11.335
59 H 8.977 -48.237 9.148
60 H 11.277 -47.360 9.085
61 H 12.635 -47.216 10.931
62 C 1.855 -45.120 17.336
63 C 1.956 -43.877 17.986
64 C 2.977 -43.057 17.499
65 C 3.780 -43.441 16.381
66 C 3.627 -44.730 15.841
67 C 2.672 -45.549 16.270
68 H 1.223 -45.908 17.716
69 H 1.457 -43.602 18.903
70 H 3.039 -42.071 17.936
71 H 4.667 -42.879 16.129
72 H 4.367 -45.151 15.176
73 H 2.663 -46.569 15.916
74 C 10.028 -48.431 18.221
75 C 9.090 -49.127 17.410
76 C 7.809 -48.686 17.193
77 C 7.403 -47.494 17.847
78 C 8.404 -46.660 18.492
79 C 9.578 -47.282 18.813
80 H 11.089 -48.578 18.365
81 H 9.524 -50.000 16.946
82 H 7.119 -49.150 16.505
83 H 6.463 -46.990 17.679
84 H 8.117 -45.677 18.834
85 H 10.398 -46.909 19.410
86 C 12.110 -41.642 12.160
87 C 12.832 -41.080 11.125
88 C 14.126 -41.553 10.742
89 C 14.662 -42.633 11.272
90 C 13.943 -43.231 12.296
91 C 12.713 -42.789 12.801
92 H 11.174 -41.236 12.515
93 H 12.296 -40.269 10.656
94 H 14.640 -41.092 9.911
95 H 15.578 -42.992 10.826
96 H 14.294 -44.191 12.644
97 H 12.206 -43.311 13.599